No. 1
The following is a DFT calculation (ωB97M-V/def2-TZVPD) of a 3-piece molecular cluster, C5H13NO overall at a distorted geometry.

Last column: Mulliken charge in e.
CARTESIAN COORDINATES (ANGSTROEM)
1 C 0.7060 0.8592 -1.6297  0.061
2 C -0.8347 2.8684 0.2292  -0.640
3 O -1.4489 1.7075 -0.1357  -0.651
4 C 1.5691 -0.1117 -1.2950  -0.411
5 N 0.5886 -1.7980 1.0388  -0.305
6 C -0.1563 -2.8757 0.4801  -0.688
7 C -0.2726 -0.6963 1.2724  -0.786
8 H -0.1083 0.9944 -0.8649  -0.190
9 H 0.7126 1.3267 -2.6100  0.344
10 H 0.2801 2.8261 0.1272  0.243
11 H -1.1256 3.6934 -0.4355  0.267
12 H -1.0381 3.1927 1.2655  0.242
13 H 1.0866 -1.0492 -0.9682  0.141
14 H 2.6470 -0.1216 -1.2017  0.283
15 H -0.2572 -2.7713 -0.6113  0.292
16 H 0.4153 -3.8002 0.5940  0.311
17 H -1.1746 -3.0041 0.8526  0.341
18 H 0.3299 0.1925 1.4199  0.304
19 H -0.9244 -0.5805 0.3826  0.447
20 H -0.9946 -0.8522 2.0900  0.395

Atoms 1-3, force components in eV/Å:
C 0.736 -1.242 0.037
C 0.137 0.181 -0.622
O 0.538 -0.592 0.167

Energy, eV: -8923.870
Kohn-Sham gap, eV: 4.056
Maximum force, hartree/bohr: 0.0343
LUMO energy, eV: -3.24
Charge: 0


No. 2
The following is a DFT calculation (ωB97M-V/def2-TZVPD) of a 2-piece molecular cluster, C5H16N2O overall at a distorted geometry.

Last column: Mulliken charge in e.
CARTESIAN COORDINATES (ANGSTROEM)
1 C -1.9851 -1.4785 0.3243  -0.685
2 N -2.5465 -0.5465 -0.6568  -0.414
3 C -1.6776 0.6093 -0.8660  -0.432
4 O -0.4139 0.3668 -1.3496  -0.634
5 H -1.0212 -1.8940 0.0138  0.145
6 H -2.6664 -2.3131 0.4951  0.368
7 H -1.8886 -0.9301 1.2648  0.247
8 H -2.6993 -1.0496 -1.5165  0.260
9 H -1.6972 1.1273 0.1087  0.241
10 H -2.2255 1.2547 -1.5631  0.357
11 C 1.2978 2.1844 0.7136  -1.049
12 C 1.6669 0.7686 1.1427  -0.446
13 N 1.6250 -0.1985 0.0370  -0.286
14 C 1.7702 -1.5797 0.4979  -1.021
15 H 0.2326 2.3719 0.8432  0.230
16 H 1.8171 2.9100 1.3381  0.369
17 H 1.5323 2.3522 -0.3362  0.286
18 H 2.6490 0.7640 1.6284  0.433
19 H 0.9528 0.3800 1.8721  0.298
20 H 2.3471 -0.0179 -0.6455  0.248
21 H 0.3638 0.0480 -0.6809  0.477
22 H 2.7339 -1.7699 0.9767  0.329
23 H 1.6445 -2.2737 -0.3327  0.337
24 H 0.9577 -1.7957 1.1917  0.342

Atoms 1-3, force components in eV/Å:
C -0.349 0.285 -0.249
N 0.316 -0.331 0.496
C -1.033 -0.024 0.334

Energy, eV: -10471.382
SMILES string: CCNC.CNCO
Kohn-Sham gap, eV: 9.369
Maximum force, hartree/bohr: 0.0360
LUMO energy, eV: 0.85
Charge: 0


No. 3
The following is a DFT calculation (ωB97M-V/def2-TZVPD) of a single C6H9N molecule.

Last column: Mulliken charge in e.
CARTESIAN COORDINATES (ANGSTROEM)
1 C -2.3902 -0.1942 -0.3208  -1.237
2 C -0.9806 -0.0121 0.1347  0.309
3 C -0.1623 1.0403 0.1980  -0.528
4 C 1.1829 0.5234 0.6580  0.364
5 C 0.9724 -0.9155 1.0890  -0.763
6 C 2.1432 0.1740 -0.5273  -1.163
7 N -0.2504 -1.1443 0.6200  0.043
8 H -2.9432 -0.8383 0.3740  0.353
9 H -2.9020 0.7689 -0.3802  0.315
10 H -2.4314 -0.6634 -1.3120  0.278
11 H -0.4225 2.0670 -0.0482  0.386
12 H 1.7001 1.1761 1.3704  0.448
13 H 1.7724 -0.6932 -1.0919  0.319
14 H 2.2286 1.0134 -1.2157  0.336
15 H 3.1290 -0.1023 -0.1409  0.319
16 H -0.6497 -2.0724 0.6174  0.220

Atoms 1-3, force components in eV/Å:
C -0.040 0.029 0.000
C 0.088 0.083 -0.033
C 0.022 -0.235 -0.153

Energy, eV: -7855.722
Kohn-Sham gap, eV: 9.166
Maximum force, hartree/bohr: 0.0099
LUMO energy, eV: 0.94
Charge: 0


No. 4
The following is a DFT calculation (ωB97M-V/def2-TZVPD) of a 2-piece molecular cluster, C6H7Cl2NOS overall at a distorted geometry.

Last column: Mulliken charge in e.
CARTESIAN COORDINATES (ANGSTROEM)
1 C -1.6757 0.9340 3.4968  -0.002
2 C -1.7387 0.9123 2.0556  0.473
3 C -1.3344 -0.2122 1.4586  -0.090
4 C 1.4426 0.6142 -0.2760  -1.076
5 C 1.1600 -0.9372 -2.3721  -1.403
6 C 0.6678 -0.5088 -1.0279  0.440
7 N -1.5377 0.8988 4.6373  -0.346
8 O -1.8480 -0.9898 -1.7349  -0.487
9 S -1.0830 0.0962 -1.1224  0.472
10 Cl -2.1584 2.4030 1.2860  -0.141
11 Cl -1.0218 -1.7285 2.0665  -0.112
12 H 1.8356 0.3352 0.7470  0.256
13 H 2.3824 0.9239 -0.7655  0.376
14 H 0.7838 1.5329 -0.0960  0.275
15 H 0.3142 -1.3058 -2.8492  0.467
16 H 2.0381 -1.5497 -2.3286  0.346
17 H 1.3883 0.0107 -2.8858  0.351
18 H 0.3851 -1.4291 -0.2895  0.203

Atoms 1-3, force components in eV/Å:
C -0.208 0.198 -0.190
C 0.640 -0.991 0.891
C -0.310 1.541 -2.839

Energy, eV: -45748.752
Kohn-Sham gap (spin up / spin down), eV: 7.948 / 7.627
Maximum force, hartree/bohr: 0.0781
LUMO energy (spin up / spin down), eV: -1.48 / -1.63
Charge: 0


No. 5
The following is a DFT calculation (ωB97M-V/def2-TZVPD) of an isolated ion of composition C4H11N2S and charge +1 at a distorted geometry.

Last column: Mulliken spin population.
CARTESIAN COORDINATES (ANGSTROEM)
1 C -0.6575 0.7529 0.0206  0.304
2 C 0.9985 -0.9861 -0.4944  0.017
3 C -0.0565 2.0932 -0.2487  0.059
4 C 0.1990 -0.3135 0.6108  -0.025
5 N -1.7856 0.4530 -0.3831  0.320
6 N -0.5928 -1.4468 1.2342  0.007
7 S 0.9871 2.0683 -1.8014  1.246
8 H 0.3365 -1.2318 -1.2569  0.000
9 H 1.5843 -1.7902 -0.1476  0.012
10 H 1.5729 -0.2046 -0.9244  0.002
11 H 0.5889 2.4486 0.5195  -0.005
12 H -0.8210 2.7763 -0.4582  0.041
13 H 0.9682 0.2888 1.1155  0.019
14 H -2.3259 -0.4835 -0.2254  0.005
15 H -1.5003 -1.5226 0.6320  0.005
16 H -0.9108 -1.3230 2.2376  -0.010
17 H 0.0337 -2.2995 1.3075  0.006
18 H 0.0330 1.5759 -2.5462  -0.002

Atoms 1-3, force components in eV/Å:
C 2.651 0.956 2.305
C -0.697 1.144 0.683
C -1.182 -2.886 2.198

Energy, eV: -18128.970
Kohn-Sham gap (spin up / spin down), eV: 5.169 / 5.676
2S+1: 3
Maximum force, hartree/bohr: 0.1402
Expectation value of S²: 2.01
LUMO energy (spin up / spin down), eV: -3.45 / -7.20
Charge: +1


No. 6
The following is a DFT calculation (ωB97M-V/def2-TZVPD) of C42H100FGaI as an isolated structure.

Last column: Mulliken charge in e.
CARTESIAN COORDINATES (ANGSTROEM)
1 F 0.2604 -1.3499 2.1461  -0.362
2 Ga -0.4680 0.2979 2.0984  -0.003
3 I -3.0856 0.0172 2.0897  -0.526
4 H -0.0088 1.0788 0.7853  -0.079
5 H -0.0617 1.1425 3.3864  -0.116
6 C -1.0788 2.1070 9.2980  -1.216
7 C -0.4081 2.6465 8.0372  -0.497
8 C -0.7372 1.8458 6.7780  -0.891
9 C -0.2925 0.3846 6.8112  -0.222
10 C 1.2015 0.1724 7.0567  -0.095
11 C 2.0762 0.7979 5.9740  -1.123
12 H -0.7556 1.0890 9.5197  0.281
13 H -0.8409 2.7236 10.1670  0.387
14 H -2.1649 2.0943 9.1832  0.290
15 H 0.6751 2.6786 8.1873  0.219
16 H -0.7225 3.6824 7.8821  0.418
17 H -0.2904 2.3382 5.9117  0.291
18 H -1.8179 1.8743 6.6091  0.466
19 H -0.5600 -0.0695 5.8530  0.073
20 H -0.8596 -0.1583 7.5742  0.384
21 H 1.3910 -0.9035 7.0893  -0.013
22 H 1.4890 0.5617 8.0397  0.378
23 H 1.8019 0.3942 4.9983  0.119
24 H 3.1329 0.5848 6.1492  0.379
25 H 1.9584 1.8816 5.9331  0.355
26 C 5.1227 4.4494 -1.6207  -1.552
27 C 3.9894 4.0476 -2.5602  0.022
28 C 2.6349 3.9222 -1.8651  0.425
29 C 2.5504 2.8531 -0.7776  -0.975
30 C 2.8996 1.4414 -1.2350  -0.819
31 C 1.9710 0.9140 -2.3247  -0.452
32 H 5.2750 3.7067 -0.8369  0.322
33 H 6.0647 4.5541 -2.1621  0.425
34 H 4.9057 5.4047 -1.1377  0.328
35 H 4.2423 3.1052 -3.0552  0.216
36 H 3.9051 4.7946 -3.3565  0.140
37 H 1.8698 3.7176 -2.6185  -0.745
38 H 2.3705 4.8910 -1.4271  0.631
39 H 1.5322 2.8449 -0.3798  0.380
40 H 3.1964 3.1253 0.0622  0.351
41 H 2.8356 0.7794 -0.3695  0.493
42 H 3.9367 1.3934 -1.5846  0.358
43 H 0.9355 0.9164 -1.9775  0.343
44 H 2.2332 -0.1113 -2.5891  0.250
45 H 2.0290 1.5142 -3.2376  -0.073
46 C -1.9938 0.6401 -8.2186  -0.866
47 C -2.0609 -0.4257 -7.1274  -0.583
48 C -1.6307 0.0854 -5.7540  -0.790
49 C -0.1870 0.5832 -5.6832  0.277
50 C 0.8682 -0.4462 -6.0803  -0.075
51 C 0.8795 -1.6823 -5.1850  -1.417
52 H -0.9760 1.0067 -8.3619  0.044
53 H -2.3371 0.2454 -9.1761  0.400
54 H -2.6231 1.4957 -7.9634  0.247
55 H -1.4482 -1.2842 -7.4170  0.235
56 H -3.0860 -0.7977 -7.0534  0.419
57 H -1.7835 -0.7030 -5.0134  0.372
58 H -2.2943 0.9042 -5.4587  0.286
59 H 0.0149 0.9159 -4.6603  -0.025
60 H -0.0775 1.4717 -6.3143  0.201
61 H 1.8489 0.0361 -6.0321  0.015
62 H 0.7284 -0.7494 -7.1228  0.348
63 H 1.0479 -1.4048 -4.1441  0.173
64 H 1.6711 -2.3724 -5.4806  0.442
65 H -0.0646 -2.2262 -5.2366  0.343
66 C 2.5367 2.4170 -9.1820  -0.890
67 C 3.8046 2.4435 -8.3320  -0.698
68 C 3.5609 2.9094 -6.8984  0.313
69 C 3.0268 4.3358 -6.7660  0.007
70 C 3.9125 5.4136 -7.3872  -0.793
71 C 5.2976 5.4995 -6.7513  -1.094
72 H 2.0969 3.4103 -9.2824  0.284
73 H 2.7447 2.0479 -10.1872  0.431
74 H 1.7851 1.7626 -8.7340  -0.034
75 H 4.5564 3.0769 -8.8118  0.286
76 H 4.2318 1.4379 -8.3003  0.424
77 H 4.4884 2.8123 -6.3277  0.429
78 H 2.8472 2.2272 -6.4251  -0.556
79 H 2.8946 4.5578 -5.7018  -0.010
80 H 2.0286 4.3959 -7.2092  0.300
81 H 3.4101 6.3779 -7.2775  0.395
82 H 4.0126 5.2446 -8.4634  0.279
83 H 5.2205 5.6975 -5.6801  0.203
84 H 5.8858 6.3021 -7.1985  0.399
85 H 5.8582 4.5725 -6.8789  0.283
86 C -3.8895 3.6618 -2.6494  -1.151
87 C -3.5350 5.0262 -3.2354  -0.383
88 C -3.0309 4.9587 -4.6764  -1.016
89 C -1.7539 4.1395 -4.8607  -0.033
90 C -0.5600 4.5979 -4.0292  0.501
91 C -0.0965 6.0168 -4.3395  -1.467
92 H -3.0238 3.0004 -2.6077  0.234
93 H -4.2688 3.7563 -1.6324  0.392
94 H -4.6586 3.1701 -3.2497  0.286
95 H -2.7877 5.5111 -2.6012  0.231
96 H -4.4182 5.6704 -3.2073  0.399
97 H -2.8734 5.9749 -5.0499  0.352
98 H -3.8145 4.5248 -5.3064  0.432
99 H -1.4732 4.1686 -5.9202  0.514
100 H -1.9569 3.0897 -4.6345  -0.407
101 H 0.2702 3.9104 -4.2129  -0.320
102 H -0.7912 4.5127 -2.9639  0.393
103 H 0.1848 6.1066 -5.3921  0.270
104 H 0.7749 6.2776 -3.7365  0.371
105 H -0.8723 6.7560 -4.1337  0.415
106 C -0.7520 -6.1946 2.9072  -1.023
107 C 0.5057 -6.2476 3.7701  -0.520
108 C 0.2573 -5.8595 5.2263  -0.546
109 C -0.2599 -4.4333 5.4231  -0.448
110 C 0.6342 -3.3373 4.8503  0.286
111 C 2.0164 -3.2814 5.4953  -1.480
112 H -1.1649 -5.1870 2.8601  0.304
113 H -0.5386 -6.5055 1.8838  0.376
114 H -1.5238 -6.8590 3.3060  0.132
115 H 1.2700 -5.5979 3.3367  0.266
116 H 0.9168 -7.2615 3.7456  0.431
117 H 1.1815 -5.9977 5.7953  0.342
118 H -0.4688 -6.5589 5.6575  0.182
119 H -0.3960 -4.2595 6.4972  0.380
120 H -1.2543 -4.3430 4.9775  0.181
121 H 0.1362 -2.3765 4.9930  -0.165
122 H 0.7347 -3.4479 3.7697  0.289
123 H 1.9402 -3.1254 6.5750  0.261
124 H 2.6004 -2.4598 5.0785  0.346
125 H 2.5810 -4.2023 5.3310  0.441
126 C -5.1299 -9.7213 8.5358  -1.194
127 C -5.7891 -8.5989 7.7389  -0.381
128 C -5.1621 -8.3763 6.3639  -0.898
129 C -3.6876 -7.9703 6.3892  -0.231
130 C -3.3837 -6.7072 7.1921  -0.253
131 C -4.0788 -5.4600 6.6542  -1.270
132 H -4.0799 -9.5074 8.7387  0.285
133 H -5.6262 -9.8644 9.4966  0.379
134 H -5.1791 -10.6660 7.9898  0.289
135 H -5.7555 -7.6724 8.3180  0.227
136 H -6.8486 -8.8320 7.6035  0.381
137 H -5.7397 -7.6177 5.8301  0.318
138 H -5.2597 -9.2957 5.7773  0.405
139 H -3.3526 -7.8203 5.3581  0.014
140 H -3.0868 -8.7956 6.7820  0.400
141 H -2.3035 -6.5433 7.1759  0.190
142 H -3.6515 -6.8544 8.2429  0.326
143 H -3.7955 -5.2792 5.6157  0.246
144 H -3.7957 -4.5798 7.2316  0.379
145 H -5.1660 -5.5432 6.6989  0.376

Atoms 1-3, force components in eV/Å:
F 0.051 -0.336 0.042
Ga 0.217 0.831 -0.040
I 0.025 -0.070 0.003

Energy, eV: -108376.453
Kohn-Sham gap, eV: 7.408
Maximum force, hartree/bohr: 0.0167
LUMO energy, eV: 2.18
Charge: -1